No. 1
C16H29Cl12F4S | ωB97M-V with the def2-TZVPD basis set

Results
Total charge: +1
M, g/mol: 754.9
Energy, a.u.: -6946.545964

Each line ends with the natural charge from an NBO analysis.
CARTESIAN COORDINATES (ANGSTROEM)
Cl: -5.35 -3.74 0.62  -0.064
Cl: -7.56 -7.86 -0.16  -0.060
Cl: -3.64 -1.06 2.78  -0.086
Cl: 3.52 0.40 -1.39  -0.035
Cl: -7.37 -1.04 1.06  -0.063
Cl: 1.35 -0.86 0.92  -0.106
Cl: -4.43 -8.93 -1.01  -0.057
Cl: 10.58 4.12 -4.80  -0.052
Cl: 3.39 2.58 -4.24  -0.068
Cl: -5.80 -2.85 4.72  -0.049
Cl: 7.43 4.98 -5.80  -0.061
Cl: 6.42 1.90 -2.84  -0.080
S: 1.72 2.88 4.10  1.057
F: -2.71 4.29 3.49  -0.277
F: -1.14 2.39 5.27  -0.316
F: -3.24 2.19 2.45  -0.287
F: 1.26 4.23 3.26  -0.380
C: -1.33 2.26 3.88  0.178
C: 2.45 -1.79 -0.14  -0.371
C: -5.15 -0.47 3.53  -0.394
C: 8.73 6.09 -5.28  -0.381
C: -6.93 -1.80 -0.49  -0.383
C: 1.11 1.37 3.22  -0.621
C: -2.44 2.94 3.30  0.719
C: 4.89 3.53 -4.41  -0.387
C: -4.84 -7.61 0.11  -0.390
C: -6.11 -7.89 0.89  -0.390
C: 6.12 2.65 -4.42  -0.409
C: 3.75 -1.06 -0.39  -0.400
C: -6.77 -3.30 -0.36  -0.391
C: -5.41 -1.12 4.88  -0.391
C: 10.10 5.59 -5.69  -0.393
C: -0.45 1.37 2.90  -0.484
H: 7.01 3.26 -4.66  0.250
H: 4.23 -0.76 0.54  0.213
H: 8.66 6.21 -4.20  0.226
H: -4.92 -6.69 -0.47  0.224
H: 4.81 4.07 -5.36  0.229
H: -6.07 -8.86 1.38  0.226
H: -6.25 -7.12 1.65  0.225
H: 1.40 0.39 3.73  0.332
H: 4.44 -1.71 -0.93  0.240
H: -6.26 -0.64 5.36  0.229
H: -6.63 -3.74 -1.35  0.230
H: 3.13 2.81 4.08  0.192
H: -6.01 -1.33 -0.85  0.225
H: 1.65 1.34 2.20  0.306
H: 4.92 4.26 -3.60  0.221
H: 10.85 6.35 -5.48  0.230
H: -5.04 0.61 3.65  0.215
H: 8.53 7.05 -5.75  0.230
H: -5.97 -0.65 2.83  0.247
H: -7.73 -1.57 -1.20  0.231
H: 6.05 1.86 -5.17  0.222
H: -0.88 0.31 2.87  0.293
H: 10.14 5.37 -6.76  0.229
H: -4.55 -1.02 5.54  0.217
H: -0.57 1.82 1.85  0.268
H: 2.65 -2.74 0.36  0.232
H: -4.00 -7.51 0.80  0.221
H: 1.92 -2.00 -1.07  0.239
H: -7.65 -3.76 0.09  0.232

***

No. 2
C16H29GeO4STeY | ωB97M-V with the def2-TZVPD basis set

Results
M, g/mol: 606.6
Energy, a.u.: -3709.345375

Each line ends with the natural charge from an NBO analysis.
CARTESIAN COORDINATES (ANGSTROEM)
Te: -1.64 -3.16 1.40  -0.254
Y: 0.06 -0.75 0.59  1.512
Ge: 3.06 -1.69 1.14  1.591
S: 0.01 -5.96 0.68  0.432
O: -0.28 1.44 1.70  -0.546
O: -2.37 0.14 0.78  -0.565
O: -1.38 -0.81 -1.65  -0.551
O: -0.25 1.54 -1.01  -0.544
C: 1.24 -6.08 2.90  -0.256
C: -0.98 0.05 -2.69  -0.076
C: -0.26 -4.69 1.81  -0.458
C: -3.26 0.09 -0.32  -0.081
C: -2.68 1.14 1.75  -0.084
C: 3.87 -3.22 2.07  -1.084
C: -0.47 2.76 -0.32  -0.081
C: 4.61 -0.74 0.33  -1.082
C: 2.15 -2.50 -0.46  -1.121
C: -0.93 1.50 -2.25  -0.087
C: 0.47 -4.88 2.94  -0.304
C: 1.07 -6.78 1.75  -0.440
C: -2.77 -0.92 -1.34  -0.101
C: -1.41 1.38 2.56  -0.082
C: 0.12 2.64 1.08  -0.080
C: 1.75 -0.56 1.91  -1.728
H: 1.21 2.56 1.03  0.236
H: 2.79 -3.25 -0.90  0.260
H: 1.55 -7.70 1.46  0.231
H: 4.26 -0.04 -0.43  0.210
H: -0.15 3.50 1.68  0.191
H: 4.60 -3.71 1.42  0.215
H: -2.89 -1.93 -0.94  0.249
H: -3.49 0.80 2.40  0.205
H: 1.23 -3.03 -0.21  0.225
H: 2.17 0.02 2.77  0.217
H: 0.02 -0.28 -2.98  0.211
H: 3.11 -3.95 2.35  0.232
H: -3.34 1.10 -0.76  0.166
H: -0.41 2.10 -3.00  0.195
H: -1.49 2.29 3.17  0.197
H: -1.94 1.91 -2.13  0.170
H: 0.49 -4.17 3.75  0.233
H: -1.64 -0.06 -3.56  0.193
H: 5.32 -1.43 -0.13  0.212
H: 5.13 -0.17 1.09  0.220
H: -3.37 -0.82 -2.25  0.190
H: 0.00 3.60 -0.85  0.193
H: -1.55 2.95 -0.27  0.165
H: 4.39 -2.89 2.97  0.222
H: -3.00 2.05 1.23  0.172
H: 1.96 -1.78 -1.27  0.203
H: -4.26 -0.21 0.01  0.203
H: -1.21 0.53 3.22  0.238
H: 1.90 -6.40 3.70  0.220

***

No. 3
C16H29HfNO4S2 | ωB97M-V with the def2-TZVPD basis set

Results
Total charge: +4
M, g/mol: 542.0
Energy, a.u.: -1824.892081

Each line ends with the natural charge from an NBO analysis.
CARTESIAN COORDINATES (ANGSTROEM)
Hf: 7.32 1.47 -1.51  1.799
S: 2.15 3.38 -0.45  0.411
S: 1.21 2.60 -3.19  0.515
O: -2.56 1.15 0.58  -0.477
O: -0.09 -3.60 2.13  -0.320
O: -4.25 0.86 2.11  -0.448
O: -1.27 -2.91 3.99  -0.363
N: 3.00 1.01 -1.42  -0.467
C: 4.46 1.29 -1.46  -0.301
C: -0.49 -2.00 4.82  -0.089
C: -1.26 -1.51 6.13  -0.632
C: -1.55 -1.55 1.79  -0.536
C: 2.18 2.21 -1.67  -0.153
C: -3.37 -1.19 -0.15  -0.416
C: -2.43 0.70 -1.87  -0.422
C: 2.59 -0.18 -2.24  -0.268
C: 5.12 1.29 -2.95  -0.487
C: -3.21 0.39 -0.47  0.096
C: -0.52 1.94 -3.13  -0.564
C: -2.00 -1.91 0.29  -0.414
C: -1.12 1.65 -1.67  -0.426
C: -3.63 1.67 1.40  0.612
C: 1.39 -0.94 -1.48  -0.646
C: -0.89 -2.77 2.60  0.830
H: 0.44 -2.58 5.17  0.281
H: -0.76 -0.71 1.71  0.256
H: -4.28 0.81 -0.57  0.243
H: -0.16 -1.06 4.22  0.191
H: 4.98 0.41 -0.89  0.215
H: 4.76 2.24 -0.89  0.249
H: -3.81 -1.73 -1.07  0.277
H: 3.49 -0.90 -2.21  0.222
H: -2.37 -1.25 5.93  0.262
H: 4.75 2.18 -3.56  0.324
H: 1.72 -2.02 -1.23  0.271
H: -0.39 1.19 -0.93  0.219
H: -2.44 -1.13 2.40  0.295
H: -1.26 2.67 -3.64  0.314
H: -2.23 -3.05 0.30  0.286
H: 2.40 0.04 -3.34  0.239
H: -1.20 -2.32 6.96  0.271
H: 6.27 1.47 -2.80  -0.065
H: 5.03 0.28 -3.49  0.322
H: -3.16 1.30 -2.52  0.266
H: -3.90 2.79 1.38  0.221
H: -4.11 -1.33 0.72  0.279
H: -0.80 -0.55 6.58  0.274
H: 1.29 -0.41 -0.45  0.223
H: -2.15 -0.26 -2.42  0.231
H: -0.59 0.97 -3.76  0.289
H: 0.40 -0.94 -2.04  0.237
H: -1.53 2.65 -1.27  0.259
H: -1.17 -1.77 -0.48  0.215

***

No. 4
C16H29N2O3PZr | ωB97M-V with the def2-TZVPD basis set

Results
Total charge: +4
M, g/mol: 419.6
Energy, a.u.: -1348.839816

Each line ends with the natural charge from an NBO analysis.
CARTESIAN COORDINATES (ANGSTROEM)
Zr: -0.16 1.21 0.31  1.787
P: -0.02 0.12 -2.36  0.995
O: 2.77 -0.21 -0.25  -0.201
O: -0.83 4.39 -0.49  -0.117
O: -2.30 -1.34 -0.32  -0.201
N: 0.81 0.62 4.49  -0.441
N: 0.25 0.20 2.42  -0.631
C: 1.05 2.56 2.91  -0.685
C: 1.03 1.10 -3.58  -0.464
C: -2.19 1.81 -2.88  -0.589
C: -1.61 0.45 -3.23  -0.519
C: 1.67 0.07 0.01  0.432
C: -1.48 -0.51 -0.22  0.428
C: 0.41 -0.69 4.49  0.041
C: 0.19 -1.61 -3.01  -0.509
C: 1.21 2.49 -2.99  -0.614
C: -1.08 -2.49 -3.02  -0.629
C: 2.43 0.54 -3.75  -0.625
C: -0.66 3.24 -0.36  0.380
C: 0.71 1.13 3.24  0.407
C: -1.69 0.30 -4.78  -0.630
C: 1.40 -2.39 -2.50  -0.636
C: 0.12 -1.00 3.19  -0.089
H: 0.29 3.04 -2.78  0.203
H: -1.60 -2.48 -2.06  0.200
H: 1.86 -2.94 -3.35  0.290
H: -1.26 1.18 -5.29  0.240
H: 1.78 2.38 -2.04  0.175
H: 2.49 -0.42 -4.29  0.258
H: 3.07 1.25 -4.30  0.291
H: 0.67 -3.16 -0.23  -0.111
H: -2.16 2.06 -1.81  0.141
H: -1.70 2.64 -3.42  0.249
H: 2.15 -1.74 -2.03  0.192
H: -1.22 -0.60 -5.20  0.251
H: -0.77 -3.52 -3.25  0.291
H: 1.84 3.11 -3.66  0.309
H: 0.84 -3.68 0.39  0.110
H: 1.23 2.84 1.81  0.183
H: -0.15 -1.97 2.77  0.277
H: 0.48 1.15 -4.52  0.295
H: 2.86 0.43 -2.74  0.189
H: -1.77 -2.18 -3.81  0.243
H: 1.02 1.17 5.33  0.488
H: -2.76 0.29 -5.07  0.296
H: 0.31 -1.30 5.35  0.305
H: 0.26 3.27 3.28  0.310
H: -3.26 1.79 -3.18  0.300
H: 0.42 -1.40 -4.07  0.296
H: 2.05 2.82 3.37  0.349
H: -2.25 -0.31 -2.78  0.243
H: 1.13 -3.18 -1.79  0.248

***

No. 5
C16H29O3Os | ωB97M-V with the def2-TZVPD basis set

Results
Total charge: +3
ΔE to the lowest compared entry with this formula, charge and spin, eV: 0.0000
M, g/mol: 459.6
Energy, a.u.: -942.304873

Each line ends with the Mulliken charge.
CARTESIAN COORDINATES (ANGSTROEM)
Os: -0.01 -0.26 0.17  1.616
O: 1.78 -1.26 0.70  -0.470
O: 1.40 1.26 0.16  -0.434
O: -0.18 -0.46 2.23  -0.180
C: -0.14 -0.51 -2.03  0.655
C: -1.19 0.19 3.08  -0.678
C: 1.04 -0.84 2.97  -0.436
C: -1.03 -2.89 -1.41  -1.340
C: -0.10 2.04 -2.50  -1.551
C: -0.63 0.83 -1.83  0.364
C: -3.17 -1.14 0.13  -1.389
C: -2.58 1.95 -0.51  -1.599
C: -1.74 0.79 -0.92  0.444
C: 1.79 -1.79 2.06  -0.610
C: 2.95 -0.56 0.19  -0.743
C: -2.03 -0.59 -0.64  0.854
C: 1.11 2.67 0.44  -0.703
C: 2.79 0.90 0.51  -0.424
C: 0.95 -0.90 -2.97  -1.634
C: -1.03 -1.40 -1.34  0.279
H: 3.85 -0.99 0.62  0.558
H: 1.35 2.87 1.49  0.398
H: -2.89 -2.00 0.75  0.390
H: -0.06 -3.29 -1.69  0.368
H: -1.75 -3.19 -2.18  0.390
H: 3.46 1.53 -0.08  0.577
H: -3.40 1.64 0.14  0.415
H: 1.57 0.08 3.22  0.267
H: 2.94 -0.75 -0.89  0.211
H: -0.58 2.04 -3.49  0.421
H: -2.09 0.28 2.48  0.205
H: -3.03 2.39 -1.40  0.423
H: 2.92 1.12 1.57  0.372
H: -1.35 -3.35 -0.48  0.362
H: 1.28 -2.75 2.00  0.293
H: -0.82 1.16 3.39  0.308
H: 1.76 -0.17 -2.98  0.443
H: 0.73 -1.35 3.88  0.552
H: 0.56 -0.97 -3.98  0.342
H: 1.73 3.28 -0.22  0.299
H: 0.06 2.83 0.25  0.100
H: 2.82 -1.95 2.38  0.502
H: 0.97 2.00 -2.68  0.374
H: -3.67 -0.40 0.75  0.435
H: -3.91 -1.51 -0.59  0.366
H: -0.39 2.97 -2.01  0.453
H: -2.03 2.74 0.00  0.308
H: -1.37 -0.45 3.94  0.387
H: 1.37 -1.88 -2.71  0.460